The following is a quantum chemistry calculation of a cluster of 3 separate species, C4H6NO4S in total, from OMol25.

The geometry in XYZ format:
```
16
Properties=species:S:1:pos:R:3:forces:R:3:mulliken_charge:R:1
S -2.926520 -1.090231 -0.189641 0.453 -1.634 -0.077 0.36
O -3.022047 -1.851292 1.112214 0.512 0.668 -0.255 -0.66
O 4.322373 -1.613677 -0.738786 0.610 -0.181 -0.842 -0.38
O -4.010801 -0.106891 -0.366397 -0.594 1.159 0.145 -0.64
O 3.935782 -0.339438 1.137226 0.124 0.884 0.573 -0.38
N -1.466674 1.308247 -0.528429 -1.463 2.654 0.276 -0.61
C -1.350571 -0.023149 -0.090400 1.071 -1.758 2.253 -0.21
C 4.074897 -0.924834 0.154782 0.456 -0.955 0.658 0.73
C 1.139076 -1.206807 0.111298 2.112 -0.151 -2.442 -0.65
C 1.865057 -0.687719 -0.736760 -2.859 -1.205 2.918 -0.28
H -1.937973 1.484556 -1.427624 0.246 -0.771 0.464 0.26
H -0.611116 -0.718346 -0.611312 -1.400 1.660 0.055 -0.10
H -0.888598 0.121549 0.988580 -1.185 -0.862 -1.604 0.29
H -2.141067 1.760782 0.174015 1.274 -0.738 -1.455 0.32
H 0.553071 -1.977878 0.569912 0.057 0.343 0.369 0.51
H 2.318440 0.077573 -1.260535 0.588 0.887 -1.037 0.40
```
Positions in Å, forces in eV/Å.

The maximum force comes out at 0.0828 hartree/bohr. For the HOMO-LUMO gap, the calculation gives 5.40 eV. As for the net charge: -1. The LUMO energy is 2.66 eV. The total energy comes out at -24758.39778 eV.

The following is a quantum chemistry calculation of the molecule C4H6NOP, from OMol25.

The geometry in XYZ format:
```
13
Properties=species:S:1:pos:R:3:forces:R:3:mulliken_charge:R:1
P -2.199640 1.219571 -1.911607 -0.653 -0.494 0.347 -0.16
O 1.122255 2.128340 -0.603173 0.918 0.631 0.296 -0.58
N 0.613292 -0.027157 0.189578 -0.597 -1.939 1.652 0.09
C 1.477488 -0.395183 1.304830 -0.391 0.577 0.700 -0.84
C 0.522011 1.117255 -0.485580 -3.701 -0.287 -1.835 0.55
C -0.968560 0.551513 -1.052451 2.646 0.705 -0.594 -0.07
C -0.645638 -0.707409 -0.308825 -0.420 -0.410 1.632 -0.42
H -0.471238 -1.745882 -0.780848 -0.241 1.900 0.348 0.27
H 2.282283 0.335654 1.362908 0.257 -0.277 -0.331 0.32
H -1.492835 -0.778630 0.457347 1.438 -0.418 -0.432 0.25
H 1.067257 -0.407557 2.363042 -0.416 0.190 -1.402 0.27
H -3.105407 0.100109 -1.636712 0.356 0.499 -0.409 -0.01
H 1.798733 -1.390624 1.101490 0.804 -0.676 0.028 0.31
```
Positions in Å, forces in eV/Å.

The maximum force comes out at 0.0805 hartree/bohr. For the HOMO-LUMO gap, the calculation gives 9.41 eV. As for the net charge: 0. The LUMO energy is 0.00 eV. The total energy comes out at -17069.09843 eV.

The following is a quantum chemistry calculation of the molecule C4H6NOP, from OMol25.

The geometry in XYZ format:
```
13
Properties=species:S:1:pos:R:3:forces:R:3:mulliken_charge:R:1
P -1.433292 -0.474720 -0.307220 -0.959 1.294 0.610 0.17
O -3.093107 -0.552509 0.053843 1.443 0.656 -0.407 -0.52
N 1.426563 0.899353 -0.099040 -1.008 1.245 0.009 -0.59
C 1.977190 -1.389150 0.214740 -1.299 1.096 -0.387 -0.77
C 0.329513 1.604850 -0.034021 2.107 -0.830 -0.275 -0.02
C -1.021007 1.187810 -0.119875 -1.679 -1.973 -0.047 -0.21
C 1.377329 -0.423511 -0.481494 -0.128 0.285 -0.426 -0.21
H 1.776101 -2.381761 0.022268 -0.091 -2.000 -0.908 0.31
H 2.302956 -1.211495 1.189004 1.033 0.630 1.289 0.31
H -1.773085 1.962790 0.089751 0.187 -0.539 -0.119 0.32
H 0.806833 -0.603516 -1.417102 0.516 -0.202 0.371 0.53
H 0.456249 2.641313 0.187678 0.290 0.693 0.195 0.37
H -3.132245 -1.259450 0.701465 -0.414 -0.353 0.095 0.32
```
Positions in Å, forces in eV/Å.

The maximum force comes out at 0.0504 hartree/bohr. For the HOMO-LUMO gap (spin up / spin down), the calculation gives 7.82 / 7.82 eV. As for the net charge: 0. The LUMO energy (spin up / spin down) is -0.85 / -0.85 eV. The total energy comes out at -17069.34735 eV.

The following is a quantum chemistry calculation of the molecule C4H6NOP, from OMol25.

The geometry in XYZ format:
```
13
Properties=species:S:1:pos:R:3:forces:R:3:mulliken_charge:R:1
P 0.981371 1.893573 -0.097074 -1.257 2.007 -0.261 0.01
O 0.732783 1.784748 1.540224 -0.287 -1.007 0.913 -0.35
N -0.623404 -1.845686 -1.567585 1.243 2.766 1.907 -0.46
C -0.017524 0.274784 -0.356565 1.716 -0.781 -0.115 0.48
C -0.205596 -0.467488 -1.480362 -0.034 -0.006 0.331 -0.09
C -0.389311 -0.132071 0.960768 0.864 -1.871 2.472 -0.67
C 0.105874 0.593361 1.982643 -0.549 2.549 -2.020 -0.25
H -0.934774 -2.230732 -0.663335 0.030 0.260 -1.083 0.22
H -0.142696 0.687676 3.025591 0.179 -0.673 0.163 0.38
H -0.012862 0.115649 -2.379938 0.200 -0.946 -0.428 0.32
H -0.750561 -1.136127 1.236509 -0.239 0.541 -0.398 0.13
H -1.189544 -1.993401 -2.352080 -1.060 -0.635 -0.929 0.25
H 2.446244 2.455714 0.151206 -0.807 -2.204 -0.551 0.02
```
Positions in Å, forces in eV/Å.

The maximum force comes out at 0.0697 hartree/bohr. For the HOMO-LUMO gap, the calculation gives 7.12 eV. As for the net charge: 0. The LUMO energy is 0.03 eV. The total energy comes out at -17068.31667 eV.

The following is a quantum chemistry calculation of the ion C4H6NOS with charge -1, from OMol25.

The geometry in XYZ format:
```
13
Properties=species:S:1:pos:R:3:forces:R:3:mulliken_charge:R:1
S -2.720399 -0.793621 -0.613905 -1.376 -1.794 -1.498 -0.52
O -2.655950 1.174516 1.136194 0.541 -0.928 -0.684 -0.65
N 0.162321 1.095276 -0.480684 -1.112 -0.494 0.281 -0.55
C 0.128374 -1.101854 0.815894 -2.176 3.642 1.006 -1.30
C -2.124336 0.336773 0.388042 2.420 2.914 1.944 0.19
C -0.488317 0.281119 0.250216 0.169 -1.500 0.162 0.70
C 1.507331 0.836566 -0.978437 -0.828 -0.325 1.200 -0.82
H 1.456721 1.110236 -2.012056 0.549 0.459 -0.595 0.30
H -0.713856 -1.717462 0.914666 -0.992 -1.054 0.556 0.39
H 0.734804 -1.511483 0.132960 2.317 -1.535 -2.662 0.47
H 0.689382 -0.982509 1.727976 0.005 0.270 0.519 0.26
H 1.892178 -0.192623 -0.923237 -0.242 0.018 0.170 0.28
H 2.131746 1.465067 -0.357623 0.726 0.328 -0.399 0.26
```
Positions in Å, forces in eV/Å.

The maximum force comes out at 0.0848 hartree/bohr. For the HOMO-LUMO gap, the calculation gives 7.31 eV. As for the net charge: -1. The LUMO energy is 3.80 eV. The total energy comes out at -18618.28092 eV.

The following is a quantum chemistry calculation of a cluster of 2 separate species, C4H6NOS2 in total, from OMol25.

The geometry in XYZ format:
```
14
Properties=species:S:1:pos:R:3:forces:R:3:mulliken_charge:R:1
S 1.519457 -1.753319 0.440189 -0.499 0.441 -0.239 -0.08
S -0.521816 -4.539914 1.946329 0.351 -0.213 -0.180 -0.85
O -1.788544 -0.354899 -0.795696 -0.750 0.237 -0.247 -0.76
N -0.611670 -0.620300 -0.420575 2.582 1.150 0.305 0.52
C 1.621500 -0.068515 0.019921 -0.482 -0.569 0.082 -0.33
C 0.448163 0.441363 -0.394437 -1.152 -1.584 0.058 0.07
C -0.137733 -1.780831 -0.018757 0.319 0.322 0.129 -0.06
C 0.030709 1.808076 -0.783048 -0.078 -0.107 0.011 -1.14
H -1.607617 -3.977132 2.469911 -0.267 0.179 0.126 -0.05
H 2.552784 0.440997 0.152456 0.188 0.286 -0.021 0.40
H -0.718245 -2.674723 0.124399 -0.226 -0.235 0.044 0.38
H 0.757938 2.540481 -0.439736 0.049 0.025 -0.013 0.34
H -0.080559 1.887367 -1.865747 -0.052 0.034 0.001 0.25
H -0.943673 2.014254 -0.337194 0.017 0.033 -0.057 0.31
```
Positions in Å, forces in eV/Å.

The maximum force comes out at 0.0553 hartree/bohr. For the HOMO-LUMO gap, the calculation gives 5.82 eV. As for the net charge: -1. The LUMO energy is 2.96 eV. The total energy comes out at -29452.45967 eV.